Here is C10H14BFN6Sr as an isolated structure from the Open Molecules 2025 dataset. Energies are from the ωB97M-V functional and the def2-TZVPD basis.

Structure (XYZ):
```
33
Properties=species:S:1:pos:R:3:forces:R:3:lowdin_charge:R:1
H 0.080937 2.919044 2.583877 -0.04 -0.03 0.18 0.08
N 0.281053 1.611271 0.933579 0.64 0.67 -0.47 0.00
B 0.686075 0.611784 -1.372222 0.65 0.25 2.16 -0.50
N 0.710058 1.826613 -0.363582 -0.67 -0.05 0.82 -0.04
C 0.983867 3.137023 -0.579692 -0.66 -0.60 1.51 -0.07
Sr -1.091468 -0.850385 1.875354 2.81 0.11 3.81 1.42
H 1.294250 3.487670 -1.558812 -0.04 -0.05 0.34 0.12
C 0.735437 3.795020 0.636383 0.27 0.03 -0.81 -0.08
H 0.827820 4.851089 0.792050 0.07 0.18 0.18 0.08
C 0.324350 2.802466 1.541904 0.28 -0.10 -1.53 -0.18
H 1.020245 0.982350 -2.438887 -0.17 0.04 -0.57 0.11
C -1.597453 -3.171268 1.578612 -0.01 -0.17 -1.07 -0.41
H -1.999162 -2.815887 2.560884 -0.07 -1.48 -0.59 -0.11
H -0.540131 -3.536321 1.471441 -1.30 0.06 0.45 -0.06
H -2.244738 -3.180099 0.646816 0.69 -0.38 1.60 -0.05
N -0.734312 0.032033 -1.286559 -1.72 -0.44 1.32 0.00
N 1.705108 -0.416652 -0.819918 -0.27 -0.92 0.54 -0.05
N -1.408294 -0.279352 -0.086626 -1.05 1.24 -6.72 -0.29
N 1.428346 -1.098452 0.347327 1.09 -0.26 -0.27 0.01
C -1.550380 -0.152329 -2.323208 -0.50 -0.16 0.96 -0.06
C 2.881960 -0.816483 -1.352322 -0.15 -0.70 0.98 -0.08
H -1.164151 0.135294 -3.292608 -0.41 -0.33 -0.06 0.13
H 3.239735 -0.412739 -2.295053 -0.11 -0.08 0.31 0.12
C -2.780284 -0.625949 -1.840697 -0.52 -0.06 -0.23 -0.05
C 3.424748 -1.787799 -0.499537 -0.75 0.60 -0.03 -0.08
C -2.663812 -0.696432 -0.437571 2.15 0.86 -1.54 -0.16
C 2.480672 -1.921440 0.557526 -0.09 0.92 -1.27 -0.15
H -3.654151 -0.884994 -2.439139 0.39 0.12 0.27 0.10
H 4.350723 -2.313543 -0.643015 0.06 -0.05 0.07 0.08
H -3.349651 -1.047545 0.324523 -0.08 0.04 -0.26 0.10
H 2.555310 -2.568969 1.430143 -0.25 0.24 -0.29 0.10
H -1.806136 1.560554 3.190603 -1.19 -0.97 -0.14 0.12
F -2.426561 0.824433 3.158412 0.96 1.47 0.33 -0.15
```
Forces are in eV/Å.

Electronic energy = -873.395529 Eh

=====

Here is C10H14BeN4O8S2 as an isolated structure from the Open Molecules 2025 dataset. Energies are from the ωB97M-V functional and the def2-TZVPD basis.

Structure (XYZ):
```
39
Properties=species:S:1:pos:R:3:forces:R:3:mulliken_spin:R:1
Be 0.149301 -0.720982 0.493399 1.40 -2.99 -1.01 -0.01
S 0.023219 -3.831251 0.675622 2.08 -3.75 -1.38 0.00
O 0.012406 -2.998109 -0.495051 -0.59 4.46 -4.15 0.00
O -1.308156 -4.392635 0.840104 -1.02 -0.95 0.87 0.00
O 1.146448 -4.798125 0.497663 -1.92 0.35 1.07 0.00
O 0.303847 -2.874715 1.727535 0.68 3.75 3.79 0.00
S 3.161169 -1.352380 -0.988472 -0.71 -3.77 2.60 -0.08
O 4.507592 -0.877539 -0.638356 1.33 1.28 1.15 0.47
O 3.454499 -1.525191 -2.385635 -0.18 -0.41 -2.97 0.41
O 2.877742 -2.594107 -0.255798 0.67 1.53 -0.95 0.20
O 2.112946 -0.372508 -0.767764 -2.33 1.66 0.82 -0.01
C 4.153768 1.537516 1.499782 0.23 0.39 0.36 0.00
C 3.045244 0.689976 1.871892 -1.86 -2.60 0.18 0.00
N 2.168142 -0.045112 2.108226 1.25 1.89 -0.52 0.00
H 4.734013 1.199396 0.641244 -0.63 -0.25 -0.24 0.00
H 4.876456 1.565133 2.315299 -0.18 0.28 0.21 0.00
H 3.686295 2.508821 1.338168 0.53 0.25 -0.12 0.00
C -2.339818 0.737045 -3.867874 -0.15 -0.15 -1.16 0.00
C -1.680910 0.240709 -2.710888 2.68 -1.82 4.41 0.00
N -1.114700 -0.144319 -1.750420 -1.63 1.29 -2.95 0.00
H -3.413024 0.788904 -3.684437 0.08 0.41 -0.15 0.00
H -2.168743 0.045536 -4.692892 -0.11 -0.16 0.01 0.00
H -1.852099 1.659529 -4.182888 -0.46 0.26 0.13 0.00
C -0.960541 3.984060 -1.249855 1.13 -0.38 0.24 0.00
C -0.341704 2.849751 -0.552756 0.86 -1.50 0.70 0.00
N 0.176910 1.949994 -0.033103 -0.98 1.16 -0.64 0.00
H -1.255054 4.705742 -0.487921 -0.62 -0.06 -0.33 0.00
H -1.703690 3.609946 -1.954041 -0.30 0.33 0.38 0.00
H -0.160486 4.451830 -1.823603 -0.04 0.07 -0.14 0.00
N -2.072711 -1.608370 2.366710 -1.22 0.69 0.27 0.00
C -1.670693 -0.407799 2.867137 0.28 -0.14 -0.23 0.00
C -2.012672 0.571779 1.953781 0.43 0.17 -0.51 0.00
C -2.630641 -0.067558 0.833395 -0.47 -1.73 0.99 0.00
C -2.753958 -1.433805 1.189619 1.02 0.91 -0.27 0.00
H -1.866617 -2.469296 2.852953 0.10 -0.31 -0.71 0.00
H -1.114384 -0.355869 3.791387 -0.10 0.05 -0.12 0.00
H -1.933482 1.643796 2.058228 0.36 -0.13 0.14 0.00
H -3.039430 0.391127 -0.054803 0.03 -0.05 0.21 0.00
H -3.196487 -2.260921 0.654415 0.38 -0.04 0.06 0.00
```
Forces are in eV/Å.

2S+1 = 2
Net charge = -1
Electronic energy = -2021.400188 Eh

=====

Here is C10H14CoN4O3S as an isolated structure from the Open Molecules 2025 dataset. Energies are from the ωB97M-V functional and the def2-TZVPD basis.

Structure (XYZ):
```
33
Properties=species:S:1:pos:R:3:forces:R:3:mulliken_spin:R:1
Co 1.528569 -0.206886 -0.013062 0.36 -0.07 -0.08 2.72
N 3.436773 -0.235677 -0.952322 -0.02 0.03 0.04 0.05
C 3.363299 0.819882 -1.995119 -0.02 -0.03 -0.01 0.00
C 1.934622 0.903561 -2.565479 0.09 0.15 0.02 0.00
O 1.778038 1.069370 -3.767707 -0.01 -0.04 -0.03 0.02
N 0.993802 0.764921 -1.616968 0.02 -0.24 0.16 0.08
C -0.345480 0.388603 -2.020882 -0.12 0.00 -0.25 0.00
C -0.815282 -0.878358 -1.270481 -0.02 0.17 0.39 -0.01
O -1.984078 -1.233486 -1.345549 0.00 -0.04 -0.13 0.01
O 0.073450 -1.460073 -0.516987 -0.18 0.14 -0.21 0.07
H 4.264343 -0.136291 -0.376511 0.01 0.00 0.01 0.00
H 3.492289 -1.149964 -1.390640 0.03 0.01 -0.02 0.00
H 4.050927 0.632941 -2.818805 -0.02 0.02 0.00 0.00
H 3.627452 1.770302 -1.529000 -0.03 0.00 -0.03 0.00
H -0.396388 0.198614 -3.097227 0.04 -0.05 0.04 0.00
H -1.079806 1.179835 -1.834692 0.00 -0.06 0.09 0.00
C -3.106690 -2.008198 1.732095 0.07 0.10 -0.01 0.00
C -2.000701 -1.025990 1.868993 -0.02 0.07 -0.02 0.01
C -2.115825 0.310993 1.566757 0.12 -0.06 0.01 0.00
C -0.943035 1.059769 1.476280 -0.01 0.04 0.06 0.01
N 0.255086 0.533719 1.753195 -0.12 0.41 -0.16 0.02
C 0.362453 -0.750256 2.105798 -0.29 -0.39 0.04 -0.03
S 1.872831 -1.485527 2.220490 0.18 -0.04 0.01 0.04
N -0.783609 -1.495287 2.201969 0.07 0.06 0.09 0.00
C -0.929489 2.472019 0.990524 -0.03 -0.09 -0.01 0.00
H -4.071010 -1.524479 1.864012 0.00 -0.01 0.00 0.00
H -3.006554 -2.832662 2.436363 -0.01 -0.03 -0.02 0.00
H -3.039129 -2.378917 0.703622 -0.03 -0.04 0.00 0.00
H -3.071346 0.724512 1.286699 -0.01 0.00 -0.02 0.00
H -0.644035 -2.490550 2.314333 -0.03 -0.01 0.01 0.00
H -1.930517 2.834207 0.770124 0.00 0.01 0.00 0.00
H -0.314933 2.514802 0.087866 -0.01 0.01 -0.01 0.00
H -0.456042 3.114536 1.732314 -0.01 -0.01 0.03 0.00
```
Forces are in eV/Å.

2S+1 = 4
Electronic energy = -2615.236853 Eh

=====

Here is C10H14CuN2OSe as an isolated structure from the Open Molecules 2025 dataset. Energies are from the ωB97M-V functional and the def2-TZVPD basis.

Structure (XYZ):
```
29
Properties=species:S:1:pos:R:3:forces:R:3:nbo_charge:R:1
Cu -0.701244 -0.061802 -0.478647 0.14 -0.05 0.02 0.80
Se -2.818327 -0.013465 2.152908 -0.35 -0.06 -0.19 1.04
N -1.221143 0.107748 1.351149 0.29 0.01 0.04 -0.86
C -0.304989 0.265791 2.304336 0.14 0.04 0.09 0.23
C 1.104815 0.412585 2.106413 -0.25 -0.03 -0.06 -0.28
C 1.887041 0.580732 3.195034 0.09 0.02 0.24 -0.13
C 1.355517 0.614071 4.534284 0.19 0.02 -0.12 -0.19
C 0.036608 0.472360 4.769710 -0.17 -0.02 -0.08 -0.18
C -0.840387 0.292714 3.647753 0.08 0.06 0.10 0.08
N -2.148550 0.159092 3.756315 0.11 0.00 -0.07 -0.55
H 1.527718 0.394823 1.109055 -0.05 -0.01 0.00 0.22
H 2.954902 0.695373 3.062836 0.00 0.01 0.02 0.23
H 2.037227 0.759993 5.361379 0.02 -0.01 -0.04 0.24
H -0.380963 0.496270 5.766858 -0.03 -0.01 -0.04 0.25
C -0.991579 -2.328840 -2.883333 -0.07 -0.06 0.00 -0.65
C 0.361860 -1.713764 -2.630105 0.06 0.16 -0.02 -0.07
O 0.259863 -0.344747 -2.144333 -0.32 -0.02 0.08 -0.62
C 0.138961 0.642024 -3.202079 0.05 -0.09 0.03 -0.06
C -0.085432 1.996731 -2.587629 -0.02 0.08 0.02 -0.65
H -0.865180 -3.370917 -3.179889 -0.01 0.03 -0.02 0.25
H -1.537482 -1.819521 -3.677366 0.02 0.00 0.01 0.22
H -1.602050 -2.319359 -1.976863 0.01 0.00 0.01 0.21
H 0.972350 -1.685490 -3.532048 0.03 -0.02 -0.03 0.20
H 0.914293 -2.254566 -1.865477 0.01 -0.01 0.06 0.20
H -0.683129 0.354894 -3.858238 -0.04 0.01 -0.01 0.19
H 1.068052 0.609255 -3.770148 0.04 0.02 -0.03 0.20
H -1.034420 2.041425 -2.043803 0.02 -0.02 0.00 0.21
H -0.134554 2.750879 -3.373413 0.01 -0.01 0.01 0.25
H 0.730214 2.265716 -1.914654 -0.02 -0.01 -0.01 0.23
```
Forces are in eV/Å.

Net charge = +1
Electronic energy = -4615.869577 Eh

=====

Here is a 3-piece molecular cluster, C10H14F2O11P2 overall from the Open Molecules 2025 dataset. Energies are from the ωB97M-V functional and the def2-TZVPD basis.

Structure (XYZ):
```
39
Properties=species:S:1:pos:R:3:forces:R:3:nbo_charge:R:1
O 1.447496 0.351033 -1.864212 -4.39 1.01 -0.20 -0.56
C 0.247524 0.582149 -1.685120 0.05 -0.63 1.22 0.82
C -0.719705 0.181026 -0.446025 0.07 1.17 -0.94 -0.52
C -1.189001 1.679388 -0.105600 0.14 0.00 -1.83 -0.43
C -1.607987 2.078482 -1.628382 1.58 1.66 0.93 -0.17
P -3.433951 2.059627 -2.118976 0.87 -0.66 -1.69 0.11
P -4.682037 0.968347 -0.705231 -3.45 1.39 3.64 1.96
O -5.421080 1.984967 0.171059 1.81 -2.54 -2.10 -1.05
O -3.848041 -0.088961 0.329167 -0.85 0.33 -2.77 -0.96
O -5.837254 0.099805 -1.643163 3.36 0.97 0.65 -0.93
O -0.676500 1.335513 -2.498499 1.43 -0.57 0.77 -0.55
H -1.627379 -0.221069 -1.028387 1.46 -0.25 1.34 0.20
H -0.273928 -0.474299 0.375473 -0.71 1.07 -1.36 0.27
H -0.267618 2.320154 0.129988 -1.54 -0.87 0.20 0.23
H -2.109545 1.849209 0.534611 1.59 -0.45 -0.38 0.25
H -1.297359 3.161821 -1.875647 -0.75 -1.44 0.65 0.24
H -3.867955 3.431477 -2.016110 0.34 -0.90 0.74 0.08
H -3.548610 -0.906064 -0.143362 -0.32 0.73 0.61 0.50
H -5.378485 -0.059205 -2.502731 -0.70 -0.04 0.52 0.49
O 1.078764 -1.386627 4.013258 -0.81 -0.39 -0.43 -0.54
C 0.116143 -1.937027 3.573931 1.20 0.84 1.05 0.96
O -0.813011 -2.578149 4.335885 0.41 0.18 -0.55 -0.47
C -1.856185 -2.977914 3.458337 -0.73 -0.41 0.56 -0.13
C -1.159541 -3.027002 2.135316 -0.16 0.23 -0.49 0.44
F -2.008422 -2.706523 1.125202 0.00 -0.06 -0.27 -0.34
O -0.185547 -2.008037 2.244173 -0.12 -0.56 0.40 -0.50
H -2.658260 -2.234842 3.484818 0.09 0.00 -0.25 0.21
H -2.265194 -3.946015 3.750149 0.18 0.10 0.13 0.21
H -0.670395 -3.980960 1.919172 -0.10 0.08 -0.18 0.16
O 7.171413 2.702779 -1.170677 -0.58 -0.73 -0.06 -0.56
C 6.402685 1.788616 -1.185583 0.79 1.33 -0.18 0.96
O 5.057174 1.923290 -1.352469 0.68 -0.17 0.19 -0.48
C 4.523658 0.608200 -1.444455 -0.99 0.04 -0.05 -0.14
C 5.562859 -0.207812 -0.743638 0.26 -0.53 -0.28 0.44
F 5.644428 -1.452999 -1.273288 0.06 -0.17 0.14 -0.33
O 6.762405 0.482745 -1.030339 -0.48 0.38 0.30 -0.49
H 4.411865 0.334548 -2.497057 0.13 -0.17 0.12 0.21
H 3.549110 0.545362 -0.961309 0.15 0.20 -0.08 0.23
H 5.427465 -0.275031 0.339724 0.06 -0.18 -0.07 0.15
```
Forces are in eV/Å.

SMILES = O=C1CC[C@H](PP(=O)(O)O)O1.O=C1OC[C@@H](F)O1.O=C1OC[C@@H](F)O1
Electronic energy = -2099.552333 Eh

=====

Here is C10H14FNO4S in the gas phase from the Open Molecules 2025 dataset. Energies are from the ωB97M-V functional and the def2-TZVPD basis.

Structure (XYZ):
```
31
Properties=species:S:1:pos:R:3:forces:R:3:nbo_charge:R:1
C -3.389394 -2.276678 -0.755551 0.20 -0.27 -0.26 -0.65
C -3.215535 -1.145023 -1.784514 -0.34 -0.21 0.37 -0.07
O -2.721703 0.026698 -1.142732 0.41 -0.20 -0.52 -0.53
C -1.373292 -0.153199 -0.697683 -2.15 0.28 -0.08 0.06
N -0.677169 1.111506 -0.936837 2.08 0.40 0.48 -0.68
C 0.643149 0.947917 -1.574542 0.17 0.02 -1.07 0.08
O 1.389755 -0.173977 -1.151385 -0.05 0.54 -0.03 -0.52
C 2.038601 -0.011040 0.068882 -0.31 -0.23 -0.05 0.26
C 2.917684 1.014124 0.337306 0.06 0.46 -0.88 -0.23
C 3.473645 1.099524 1.592260 0.48 0.62 0.60 -0.21
C 3.160946 0.184296 2.567624 0.08 -0.59 1.08 -0.22
C 2.303773 -0.862816 2.297925 -0.08 -0.09 -0.32 -0.18
C 1.751762 -0.938253 1.037486 -0.57 -1.11 0.17 -0.24
S -0.685470 2.086763 0.417101 -1.98 -0.41 1.98 2.52
O -1.961356 2.686552 0.527865 -0.18 0.67 -0.96 -0.90
O -0.282651 1.420851 1.607399 1.20 -0.24 -0.29 -0.91
F 0.360735 3.219358 0.123066 -0.14 -0.69 -0.61 -0.46
H -4.188563 -2.967301 -1.048093 0.13 0.15 0.07 0.22
H -3.615427 -1.859313 0.231759 -0.16 0.01 -0.26 0.22
H -2.475074 -2.875094 -0.645675 -0.13 0.13 -0.04 0.20
H -4.178872 -0.896239 -2.242044 0.15 0.21 0.29 0.20
H -2.561177 -1.436014 -2.624969 0.02 0.00 0.29 0.16
H -1.445721 -0.391557 0.371129 0.59 -0.06 -0.19 0.21
H -0.957132 -0.981355 -1.278345 0.61 0.38 0.21 0.20
H 1.233652 1.865796 -1.499016 -0.32 -0.09 0.24 0.20
H 0.452811 0.811355 -2.645239 0.00 -0.27 0.26 0.20
H 3.155860 1.734673 -0.443011 0.04 -0.06 0.21 0.21
H 4.151383 1.898839 1.882489 -0.08 -0.01 -0.41 0.22
H 3.584002 0.244920 3.567480 0.06 0.22 -0.22 0.22
H 2.039509 -1.626245 3.022245 0.15 0.22 0.08 0.22
H 1.071268 -1.759068 0.817620 0.05 0.22 -0.15 0.22
```
Forces are in eV/Å.

SMILES = CCOCN(COc1ccccc1)S(=O)(=O)F
Electronic energy = -1243.158564 Eh